Density functional theory data (ωB97M-V/def2-TZVPD) for an isolated molecule of C23H17F3N2O2 at a distorted geometry.

Geometry as XYZ:
```
47
Properties=species:S:1:pos:R:3
F -3.58 -0.40 -4.41
C -3.99 -0.54 -3.13
F -4.72 0.57 -2.83
F -4.91 -1.60 -3.13
C -2.87 -0.80 -2.18
C -2.83 -0.09 -0.98
C -1.73 -0.31 -0.12
C -0.64 -1.10 -0.50
C 0.65 -0.85 0.35
C 1.56 -2.12 0.20
C 2.07 -2.81 1.33
C 3.16 -3.68 1.21
C 3.69 -4.00 -0.06
C 3.11 -3.41 -1.19
C 2.05 -2.50 -1.04
C -0.86 -1.97 -1.60
C -1.92 -1.74 -2.50
H -3.60 0.60 -0.73
H -1.72 0.24 0.80
H 0.28 -0.88 1.42
H 1.70 -2.58 2.32
H 3.63 -4.13 2.10
H 4.51 -4.71 -0.15
H 3.49 -3.65 -2.19
H 1.71 -1.97 -1.93
H -0.18 -2.77 -1.88
H -2.03 -2.30 -3.43
C 2.54 0.60 1.55
C 1.29 0.61 0.62
C 1.75 0.76 -0.76
N 2.02 0.69 -1.91
C 0.51 1.94 0.97
C 0.24 2.28 2.33
C -0.73 3.21 2.67
C -1.36 3.95 1.64
N -2.43 4.84 1.97
O -3.01 5.48 1.06
O -2.78 4.96 3.17
C -1.01 3.74 0.30
C -0.05 2.76 -0.01
H 2.34 0.78 2.62
H 2.87 -0.45 1.44
H 3.44 1.25 1.32
H 0.72 1.74 3.14
H -1.04 3.38 3.69
H -1.52 4.32 -0.48
H 0.18 2.63 -1.08
```

The HOMO energy comes out at -9.63 eV. As for the calculated total energy: -1446.08552 a.u. The SMILES is C[C@](C#N)(c1ccc([N+](=O)[O-])cc1)[C@H](c1ccccc1)c1ccc(C(F)(F)F)cc1. The total charge is 0.

***

Density functional theory data (ωB97M-V/def2-TZVPD) for a cluster of 7 separate species, C4H16BO11PS in total at a distorted geometry.

Geometry as XYZ:
```
34
Properties=species:S:1:pos:R:3
O 2.09 -0.29 -0.32
C 0.93 -0.32 -0.35
O 0.20 -1.50 -0.54
C -1.06 -1.12 -0.89
O -1.88 -1.75 -1.43
C -1.33 0.34 -0.49
B -2.69 1.15 -0.41
O -3.85 0.81 -1.10
O -2.74 2.25 0.44
C -0.11 0.79 -0.20
P 0.43 2.49 0.31
S -0.40 3.92 -0.73
H -4.46 0.45 -0.44
H -2.95 3.00 -0.14
H 0.34 2.69 1.72
H 1.82 2.55 -0.01
O -1.00 -4.45 -0.26
H -1.32 -3.86 -0.96
H -0.04 -4.41 -0.35
O 3.64 3.79 0.15
H 4.12 3.73 0.98
H 4.25 4.26 -0.44
O 2.47 -1.96 2.52
H 1.91 -2.73 2.62
H 2.45 -1.78 1.57
O -4.17 -3.46 -0.12
H -3.70 -3.51 0.72
H -3.57 -2.99 -0.71
O -1.25 2.72 -3.34
H -1.81 1.94 -3.24
H -1.27 2.90 -4.29
O 5.34 -2.05 3.19
H 5.00 -1.64 3.99
H 4.62 -1.95 2.56
```

The HOMO energy comes out at -8.72 eV. As for the calculated total energy: -1754.11591 a.u. The SMILES is O=C1OC(=O)C(B(O)O)=C1[PH2]=S.O.O.O.O.O.O. The total charge is 0.

***

Density functional theory data (ωB97M-V/def2-TZVPD) for a cluster of 11 separate species, C38H107N13O11 in total at a distorted geometry.

Geometry as XYZ:
```
169
Properties=species:S:1:pos:R:3
C -3.45 1.24 0.33
C -4.63 0.69 1.11
C -5.82 0.65 0.19
O -6.19 1.93 -0.19
C -7.55 1.90 -0.58
N -4.39 -0.61 1.61
H -3.33 0.75 -0.65
H -2.52 1.08 0.90
H -3.55 2.33 0.23
H -4.84 1.37 1.94
H -6.63 0.09 0.71
H -5.51 0.01 -0.67
H -7.72 1.14 -1.37
H -7.78 2.88 -0.98
H -8.22 1.66 0.27
H -4.10 -1.25 0.86
H -3.50 -0.59 2.12
C 3.57 3.00 2.23
C 3.75 2.65 0.75
C 3.78 1.10 0.67
O 4.95 0.51 1.20
C 6.05 0.50 0.30
N 2.73 3.27 -0.09
H 3.51 4.09 2.33
H 4.41 2.62 2.83
H 2.64 2.56 2.58
H 4.70 3.10 0.46
H 3.62 0.77 -0.37
H 2.96 0.69 1.26
H 6.37 1.51 0.07
H 5.86 -0.04 -0.64
H 6.87 -0.02 0.83
H 1.77 2.94 0.09
H 2.85 3.22 -1.09
C -1.17 -1.52 4.95
C -1.34 -2.42 3.72
C -2.67 -3.15 3.84
O -2.60 -4.02 4.99
C -3.86 -4.62 5.28
N -1.48 -1.62 2.55
H -1.00 -2.19 5.79
H -2.07 -0.92 5.06
H -0.28 -0.92 4.72
H -0.55 -3.18 3.74
H -2.88 -3.79 2.96
H -3.55 -2.49 4.02
H -3.76 -5.20 6.18
H -4.18 -5.26 4.46
H -4.63 -3.82 5.44
H -0.60 -1.23 2.24
H -1.93 -2.08 1.76
C -2.93 -4.66 -0.78
C -1.83 -3.66 -0.41
C -0.57 -3.87 -1.30
O 0.31 -2.81 -1.02
C 1.57 -2.96 -1.59
N -2.34 -2.27 -0.56
H -2.55 -5.63 -0.51
H -3.14 -4.63 -1.85
H -3.83 -4.48 -0.21
H -1.52 -3.79 0.63
H -0.83 -3.92 -2.38
H -0.18 -4.86 -0.95
H 2.21 -2.22 -1.09
H 1.54 -2.75 -2.65
H 1.96 -3.97 -1.39
H -1.62 -1.56 -0.70
H -2.91 -2.19 -1.40
C -0.34 3.40 -5.90
C 0.08 2.37 -4.85
C 1.34 2.83 -4.15
O 2.43 2.76 -5.10
C 3.55 3.25 -4.42
N -0.96 2.13 -3.85
H 0.57 3.59 -6.49
H -0.75 4.29 -5.40
H -1.07 2.90 -6.54
H 0.28 1.39 -5.28
H 1.58 2.13 -3.34
H 1.17 3.83 -3.70
H 4.36 3.34 -5.16
H 3.85 2.61 -3.58
H 3.32 4.27 -4.05
H -1.10 3.05 -3.42
H -1.80 1.88 -4.35
C -0.47 2.82 7.02
C 0.27 1.76 6.19
C 0.93 2.45 4.95
O 0.00 3.07 4.10
C -0.45 2.21 3.03
N 1.30 1.07 6.91
H 0.33 3.36 7.54
H -1.11 2.31 7.74
H -1.02 3.48 6.37
H -0.46 1.03 5.82
H 1.59 1.79 4.36
H 1.60 3.21 5.40
H 0.43 1.85 2.48
H -1.07 2.82 2.35
H -1.01 1.33 3.39
H 1.28 1.21 7.91
H 1.27 0.05 6.77
C -1.70 -1.80 -4.40
C -3.10 -1.37 -4.92
C -4.19 -2.26 -4.36
O -4.23 -2.09 -2.94
C -5.44 -2.64 -2.36
N -3.36 -0.01 -4.72
H -1.81 -1.87 -3.31
H -0.82 -1.19 -4.61
H -1.50 -2.85 -4.70
H -3.17 -1.49 -6.00
H -3.99 -3.32 -4.56
H -5.18 -2.01 -4.81
H -6.29 -2.04 -2.75
H -5.40 -2.48 -1.28
H -5.57 -3.73 -2.58
H -3.68 0.18 -3.77
H -4.13 0.27 -5.35
C 2.37 -0.68 -4.71
C 3.89 -0.52 -4.74
C 4.37 -0.63 -3.24
O 5.76 -0.64 -3.07
C 6.35 0.60 -3.52
N 4.45 -1.69 -5.40
H 1.94 -0.57 -5.71
H 1.87 0.10 -4.14
H 2.04 -1.67 -4.31
H 4.15 0.46 -5.17
H 3.96 -1.59 -2.88
H 3.98 0.23 -2.64
H 7.42 0.39 -3.44
H 6.08 1.48 -2.91
H 6.10 0.81 -4.57
H 4.34 -1.61 -6.40
H 5.44 -1.78 -5.27
C 4.36 -0.49 5.17
C 3.02 -0.98 4.76
C 3.16 -1.88 3.49
O 1.88 -2.22 3.01
C 1.89 -3.24 2.06
N 2.37 -1.78 5.75
H 4.91 0.00 4.35
H 5.01 -1.27 5.56
H 4.36 0.27 5.96
H 2.37 -0.16 4.46
H 3.71 -2.77 3.85
H 3.79 -1.37 2.71
H 0.86 -3.36 1.71
H 2.23 -4.21 2.46
H 2.57 -2.95 1.24
H 2.98 -2.46 6.18
H 1.54 -2.28 5.46
C -1.33 5.23 -1.71
O -1.76 4.86 -2.77
N -1.48 6.52 -1.20
N -0.55 4.57 -0.78
H -2.04 7.02 -1.85
H -0.81 6.86 -0.53
H -0.44 5.03 0.10
H -0.44 3.57 -0.80
C 0.25 0.65 -0.50
O 0.04 1.83 -0.19
N 0.58 -0.35 0.34
N -0.06 0.09 -1.67
H 0.91 -0.07 1.25
H 0.47 -1.33 0.17
H -0.51 0.66 -2.36
H -0.11 -0.92 -1.68
```

The HOMO energy comes out at -8.35 eV. As for the calculated total energy: -3051.41652 a.u. The SMILES is COC[C@H](C)N.COC[C@H](C)N.COC[C@H](C)N.COC[C@H](C)N.COC[C@H](C)N.COC[C@H](C)N.COC[C@H](C)N.COC[C@H](C)N.COC[C@H](C)N.NC(N)=O.NC(N)=O. The total charge is 0.

***

Density functional theory data (ωB97M-V/def2-TZVPD) for a cluster of 2 separate species, C2H4N2O2 in total at a distorted geometry.

Geometry as XYZ:
```
10
Properties=species:S:1:pos:R:3
C -0.50 0.23 0.50
C 2.14 0.07 0.28
N -0.84 -1.08 0.38
N -1.03 1.05 -0.43
O 1.91 -0.80 -0.46
O 2.29 1.00 0.87
H -0.66 -1.60 1.19
H -1.14 -1.65 -0.43
H -0.81 2.04 -0.51
H -1.36 0.75 -1.40
```

The HOMO energy comes out at -8.41 eV. As for the calculated total energy: -338.57636 a.u. The total charge is 0.

***

Density functional theory data (ωB97M-V/def2-TZVPD) for a cluster of 2 separate species, C7H9N5 in total at a distorted geometry.

Geometry as XYZ:
```
21
Properties=species:S:1:pos:R:3
C -3.39 -0.31 0.02
C -2.63 -1.41 0.10
C -2.84 0.93 -0.24
C -1.14 -1.40 0.06
C -1.46 0.99 -0.27
C -0.53 -0.04 -0.02
C 3.66 -0.01 -0.14
N -0.76 2.19 -0.34
N 0.41 1.86 -0.06
N 0.66 0.55 0.12
N 4.09 0.08 1.04
N 3.18 -0.04 -1.20
H -4.53 -0.50 -0.05
H -3.01 -2.34 0.20
H -3.54 1.72 -0.35
H -0.53 -2.14 0.82
H 1.21 2.43 0.12
H 4.68 0.76 1.46
H 4.37 -0.75 1.57
H -0.76 -2.14 -0.73
H 2.86 -0.39 -2.12
```

The HOMO energy comes out at -17.39 eV. As for the calculated total energy: -545.16451 a.u. The total charge is +2.

***

Density functional theory data (ωB97M-V/def2-TZVPD) for a cluster of 9 separate species, C49H82F3O25S in total at a distorted geometry.

Geometry as XYZ:
```
160
Properties=species:S:1:pos:R:3
C 1.05 5.39 1.17
C -0.06 4.75 0.30
C 0.41 3.46 -0.37
C 0.99 3.64 -1.77
C 1.23 2.28 -2.46
C 2.61 2.12 -3.10
C 3.65 1.40 -2.24
C 3.13 0.15 -1.52
C 3.05 0.40 -0.02
C 2.56 -0.78 0.80
C 1.06 -1.03 0.65
C 0.26 0.09 1.32
C -1.07 0.41 0.62
S -2.18 -1.01 0.56
C -3.05 -1.09 -1.02
C -3.18 0.26 -1.70
O -2.00 0.59 -2.38
C -2.19 1.19 -3.63
C -2.78 2.60 -3.54
F -2.24 3.29 -2.51
F -4.15 2.57 -3.37
F -2.52 3.27 -4.70
H 0.62 6.05 1.92
H 1.71 5.97 0.54
H 1.64 4.61 1.63
H -0.91 4.54 0.95
H -0.38 5.45 -0.47
H -0.45 2.80 -0.49
H 1.12 2.92 0.25
H 1.88 4.26 -1.76
H 0.24 4.19 -2.34
H 0.49 2.17 -3.25
H 1.01 1.50 -1.73
H 2.57 1.63 -4.07
H 3.00 3.11 -3.29
H 4.10 2.07 -1.51
H 4.46 1.10 -2.89
H 3.74 -0.73 -1.73
H 2.13 -0.11 -1.87
H 4.05 0.66 0.33
H 2.39 1.26 0.10
H 3.15 -1.67 0.56
H 2.76 -0.56 1.85
H 0.79 -1.10 -0.40
H 0.82 -1.97 1.14
H 0.06 -0.13 2.37
H 0.82 1.01 1.31
H -1.59 1.16 1.21
H -0.88 0.81 -0.37
H -1.38 -2.10 0.50
H -2.56 -1.82 -1.66
H -4.05 -1.44 -0.79
H -4.02 0.19 -2.39
H -3.46 1.02 -0.97
H -2.81 0.58 -4.28
H -1.22 1.29 -4.10
C -2.96 -6.97 -0.90
C -2.33 -5.90 -1.77
C -0.95 -6.25 -2.26
O -0.32 -4.95 -2.35
C -0.93 -4.15 -1.49
O -0.52 -3.06 -1.17
O -2.05 -4.69 -0.99
H -2.41 -7.06 0.03
H -3.98 -6.72 -0.66
H -2.95 -7.93 -1.42
H -2.98 -5.63 -2.59
H -0.96 -6.74 -3.23
H -0.38 -6.85 -1.56
C 6.69 -3.25 -6.28
C 5.82 -2.34 -5.45
C 4.67 -1.69 -6.19
O 4.51 -0.45 -5.48
C 5.70 -0.14 -4.92
O 5.96 0.91 -4.42
O 6.56 -1.18 -5.00
H 7.25 -2.68 -7.03
H 7.42 -3.75 -5.65
H 6.09 -4.00 -6.78
H 5.47 -2.86 -4.56
H 3.75 -2.27 -6.15
H 4.91 -1.47 -7.23
C -3.02 7.27 1.61
C -2.45 7.09 2.99
C -2.99 8.04 4.03
O -1.86 8.19 4.92
C -0.73 7.95 4.20
O 0.37 8.17 4.59
O -1.04 7.43 2.99
H -2.70 8.22 1.19
H -2.67 6.48 0.94
H -4.11 7.23 1.63
H -2.54 6.06 3.33
H -3.84 7.64 4.57
H -3.24 9.02 3.63
C -4.79 1.15 4.77
C -5.31 2.12 3.74
C -4.52 2.18 2.45
O -4.72 3.52 2.03
C -4.97 4.27 3.13
O -4.98 5.46 3.15
O -5.19 3.48 4.20
H -3.82 1.48 5.15
H -5.47 1.08 5.62
H -4.68 0.15 4.34
H -6.37 1.92 3.54
H -4.88 1.49 1.69
H -3.45 2.02 2.61
C -8.65 -7.01 -3.52
C -7.30 -7.18 -2.86
C -6.55 -5.88 -2.60
O -5.18 -6.30 -2.69
C -5.14 -7.40 -3.49
O -4.13 -7.86 -3.92
O -6.38 -7.87 -3.72
H -8.53 -6.65 -4.54
H -9.17 -7.97 -3.57
H -9.27 -6.31 -2.95
H -7.39 -7.76 -1.94
H -6.75 -5.46 -1.62
H -6.74 -5.13 -3.37
C 11.00 -3.07 -1.70
C 10.89 -3.55 -3.13
C 9.76 -2.92 -3.92
O 9.42 -3.97 -4.85
C 9.79 -5.15 -4.29
O 9.47 -6.21 -4.71
O 10.54 -4.94 -3.19
H 10.15 -3.41 -1.12
H 11.90 -3.47 -1.24
H 11.05 -1.98 -1.66
H 11.84 -3.42 -3.65
H 10.05 -2.02 -4.45
H 8.88 -2.71 -3.30
C -0.83 8.37 9.25
C -2.11 7.79 8.72
C -3.15 8.80 8.31
O -4.38 8.10 8.54
C -4.15 7.17 9.50
O -4.99 6.55 10.05
O -2.82 7.05 9.74
H -1.00 8.86 10.21
H -0.09 7.59 9.42
H -0.41 9.09 8.55
H -1.90 7.09 7.90
H -3.07 9.09 7.26
H -3.14 9.70 8.93
C 1.91 -5.62 3.71
C 1.83 -6.08 2.27
C 0.78 -5.38 1.43
O 0.42 -6.39 0.48
C 0.67 -7.60 1.05
O 0.30 -8.63 0.60
O 1.38 -7.45 2.19
H 1.00 -5.91 4.25
H 2.75 -6.09 4.21
H 2.03 -4.54 3.76
H 2.81 -6.02 1.80
H 1.16 -4.50 0.92
H -0.11 -5.10 2.01
```

The HOMO energy comes out at -11.87 eV. As for the calculated total energy: -4494.98171 a.u. The total charge is +1.

***

Density functional theory data (ωB97M-V/def2-TZVPD) for a cluster of 14 separate species, H28O14 in total at a distorted geometry.

Geometry as XYZ:
```
42
Properties=species:S:1:pos:R:3
O 2.85 -0.19 1.46
H 3.09 -0.68 0.67
H 3.20 -0.59 2.25
O 0.40 1.15 0.53
H -0.02 0.90 1.37
H 1.32 1.08 0.82
O 0.29 -1.92 -1.10
H 0.03 -2.71 -1.59
H -0.06 -1.17 -1.58
O -0.36 -0.38 3.32
H -0.55 0.30 3.94
H -0.88 -1.18 3.30
O -0.94 -2.28 1.35
H -1.19 -1.53 0.79
H -0.03 -2.50 1.09
O 1.00 -0.54 -3.82
H 0.78 -1.24 -3.20
H 0.60 0.22 -3.37
O -3.00 -0.94 -0.98
H -3.17 0.01 -0.90
H -2.57 -1.16 -1.81
O 1.86 -2.70 0.90
H 1.44 -2.20 0.16
H 2.65 -2.22 1.15
O 5.13 1.06 -0.91
H 5.13 1.97 -0.61
H 4.40 0.95 -1.53
O -1.05 1.25 -2.79
H -1.83 1.37 -2.22
H -1.54 1.39 -3.61
O -3.66 1.33 0.43
H -4.44 1.85 0.24
H -3.42 0.90 1.24
O -1.75 4.23 -0.30
H -2.23 3.40 -0.39
H -2.36 4.83 -0.71
O 1.78 -4.05 -1.69
H 1.15 -4.77 -1.52
H 1.75 -3.61 -0.82
O -1.19 3.10 3.67
H -2.01 3.59 3.59
H -0.60 3.67 3.16
```

The HOMO energy comes out at -10.47 eV. As for the calculated total energy: -1070.09325 a.u. The total charge is 0.

***

Density functional theory data (ωB97M-V/def2-TZVPD) for a structure of composition C6H7NO at a distorted geometry.

Geometry as XYZ:
```
15
Properties=species:S:1:pos:R:3
C -0.02 0.87 1.16
C 0.85 -0.18 0.71
C -0.32 -1.16 0.73
C -1.09 0.02 0.27
C -0.47 0.25 -1.01
C 0.99 0.10 -0.68
H 1.78 -0.73 1.31
H -0.46 -2.18 0.18
H -0.54 -1.42 1.78
H -2.18 0.22 0.37
H -0.90 -0.19 -1.93
H 0.34 1.44 -2.21
H 1.71 -0.44 -1.33
N 0.36 1.45 -1.21
O -0.06 1.93 1.85
```

The HOMO energy comes out at -9.39 eV. As for the calculated total energy: -362.65632 a.u. The total charge is 0.

***

Question: The lowest calculated total energy belongs to which entry?
Answer: C49H82F3O25S

***

Question: Number 6 is which compound?
Answer: C49H82F3O25S